{
  "formula": "C3H2ClF2N",
  "method": "ωB97M-V/def2-TZVPD",
  "total_energy_ha": -830.09968,
  "e_lumo_ev": -0.9,
  "relative_energy_kcal_mol": 25.9,
  "gap_ev": 11.667,
  "homo_ev": -12.62,
  "species": ["C", "C", "C", "N", "F", "F", "Cl", "H", "H"],
  "coordinates": [[0.11067, -1.17449, 1.05318], [-0.34226, 0.25973, -0.84691], [0.45338, 0.04553, 0.42995], [-0.35017, -2.14128, 1.37606], [-0.20777, 1.46311, -1.43414], [-0.30049, 1.23171, 1.45189], [2.18885, 0.46230, 0.44112], [-1.50877, 0.19274, -0.79146], [-0.04344, -0.33934, -1.67968]],
  "mulliken_charge": [-0.06, -0.47, 0.93, -0.26, -0.26, -0.38, -0.09, 0.28, 0.30]
}

---

{
  "formula": "C3H2ClFIO2",
  "method": "ωB97M-V/def2-TZVPD",
  "total_charge": -1,
  "total_energy_ha": -1123.66864,
  "e_lumo_ev": [2.5, 3.0],
  "relative_energy_kcal_mol": 92.3,
  "gap_ev": [6.363, 7.817],
  "homo_ev": [-3.88, -4.86],
  "species": ["C", "C", "C", "O", "O", "F", "Cl", "I", "H", "H"],
  "coordinates": [[1.81764, -1.04885, 0.29681], [-2.39598, 0.45711, 0.49738], [0.83100, 0.05315, -0.20426], [1.28826, -2.13899, 0.31527], [2.91715, -0.50939, 0.29514], [0.30197, -0.40796, -1.30191], [-2.68449, 0.72807, -1.16607], [1.67794, 2.08178, -0.38660], [-1.78746, -0.49420, 0.70288], [-1.96604, 1.27927, 0.95135]],
  "mulliken_charge": [0.65, -0.44, -0.04, -0.66, -0.62, -0.16, -0.12, -0.15, 0.26, 0.27]
}

---

{
  "formula": "C3H2ClIO",
  "method": "ωB97M-V/def2-TZVPD",
  "smiles": "O=C(Cl)/C=C/I",
  "total_energy_ha": -948.60404,
  "e_lumo_ev": -0.7,
  "relative_energy_kcal_mol": 4.8,
  "gap_ev": 9.242,
  "homo_ev": -9.94,
  "species": ["O", "C", "Cl", "C", "C", "I", "H", "H"],
  "coordinates": [[1.82882, -1.20976, 0.15117], [1.36498, -0.06640, 0.05856], [2.50742, 1.25768, -0.06543], [-0.08878, 0.37656, -0.11189], [-1.12471, -0.45604, 0.03368], [-3.17557, 0.11103, -0.13690], [-0.17357, 1.54612, -0.10888], [-1.13860, -1.55919, 0.17969]],
  "mulliken_charge": [-0.48, 0.66, -0.18, -0.28, -0.43, 0.08, 0.24, 0.40]
}

---

{
  "formula": "C3H2ClNO",
  "method": "ωB97M-V/def2-TZVPD",
  "smiles": "Clc1cocn1",
  "total_energy_ha": -705.68107,
  "e_lumo_ev": 0.9,
  "relative_energy_kcal_mol": 1.9,
  "gap_ev": 10.460,
  "homo_ev": -9.54,
  "species": ["Cl", "C", "C", "O", "C", "N", "H", "H"],
  "coordinates": [[-0.54590, -3.29977, 0.29989], [-0.16387, -1.67228, 0.17725], [-0.89006, -0.59993, -0.20802], [-0.12637, 0.51356, -0.11285], [1.06636, 0.09542, 0.32370], [1.18493, -1.16089, 0.53194], [-1.90350, -0.49724, -0.53566], [1.84067, 0.82492, 0.47138]],
  "mulliken_charge": [-0.17, 0.21, -0.17, -0.31, 0.14, -0.48, 0.40, 0.39]
}

---

{
  "formula": "C3H2ClNO",
  "method": "ωB97M-V/def2-TZVPD",
  "smiles": "O=C1C=N[C@H]1Cl",
  "total_energy_ha": -705.61455,
  "e_lumo_ev": -0.6,
  "relative_energy_kcal_mol": 43.6,
  "gap_ev": 10.106,
  "homo_ev": -10.66,
  "species": ["O", "C", "C", "N", "C", "Cl", "H", "H"],
  "coordinates": [[-0.67365, 2.35177, -0.05996], [-0.63013, 1.14465, 0.14550], [0.19236, 0.19497, 0.99899], [-0.25266, -0.84053, 0.35092], [-1.20667, -0.12463, -0.55503], [-2.89304, -0.16327, 0.32318], [0.88641, 0.35484, 1.79908], [-1.24584, -0.56907, -1.63693]],
  "mulliken_charge": [-0.53, 0.32, -0.04, -0.52, 0.26, -0.22, 0.36, 0.36]
}

---

{
  "formula": "C3H2ClNO",
  "method": "ωB97M-V/def2-TZVPD",
  "smiles": "Clc1cocn1",
  "total_energy_ha": -705.62923,
  "e_lumo_ev": 0.8,
  "relative_energy_kcal_mol": 34.4,
  "gap_ev": 10.582,
  "homo_ev": -9.74,
  "species": ["Cl", "C", "C", "O", "C", "N", "H", "H"],
  "coordinates": [[0.46706, 1.81641, 1.88110], [-0.02579, 0.74880, 0.57864], [0.83654, 0.34812, -0.29340], [0.25576, -0.67131, -1.00705], [-0.88481, -0.81478, -0.55490], [-1.16212, 0.03052, 0.45428], [2.03880, 0.43327, -0.26333], [-1.52546, -1.89104, -0.79534]],
  "mulliken_charge": [-0.18, 0.43, -0.20, -0.21, 0.21, -0.57, 0.26, 0.26]
}